Entry i
Density functional theory data (the ωB97M-V functional and the def2-TZVPD basis) for H30O19S as an isolated structure.

Geometry as XYZ:
```
50
Properties=species:S:1:pos:R:3
S 0.03320 -0.11074 0.14362
O 1.35720 0.47626 -0.13338
O -0.75580 0.06426 -1.04538
O 0.09220 -1.56574 0.36962
O -0.57180 0.50526 1.37862
O 3.27120 -0.32074 -1.76238
H 2.39420 -0.03074 -1.33438
H 2.92520 -1.15674 -2.25638
O -1.56680 2.12926 -1.77038
H -1.25280 2.50426 -2.66038
H -1.14280 1.31826 -1.57638
O 1.89820 2.73726 -1.05338
H 1.59320 1.86526 -0.61138
H 1.57020 2.51226 -1.96238
O -3.67780 -0.85374 0.24662
H -3.76180 0.23126 0.27962
H -2.83380 -1.07274 0.09362
O -1.27080 -3.08374 1.39662
H -0.56280 -2.43174 0.99262
H -1.38980 -3.74474 0.73662
O 1.93620 1.27426 -3.35638
H 1.17820 0.80726 -3.19938
H 2.62320 0.88226 -2.99038
O 0.31220 -3.42174 -1.54038
H 0.17520 -2.67774 -0.81938
H 0.48820 -4.24374 -1.07138
O 3.10620 1.46726 1.59662
H 3.88020 1.93526 1.36562
H 2.57920 1.23326 0.85562
O 0.92720 0.66826 3.58662
H 1.61320 0.90826 2.94162
H 0.13720 0.67926 2.86762
O -0.92280 3.14326 1.31862
H -0.24580 3.70226 1.25062
H -0.70380 2.22026 1.42662
O 2.11920 -2.58474 1.20162
H 1.32220 -2.29074 0.95262
H 2.76820 -1.88974 1.44662
O -2.38480 -1.38874 -2.09338
H -3.05880 -1.28674 -1.56938
H -1.54780 -1.05374 -1.54138
O -0.29980 -0.53774 -3.41538
H -0.98880 -0.74674 -4.04138
H -0.68280 -0.25874 -2.44338
O -1.81380 -0.52274 2.93562
H -1.99380 -1.47474 2.82362
H -1.00780 -0.32474 2.50262
O -2.15780 2.15326 3.40362
H -2.35080 1.21226 3.17762
H -1.35480 2.44426 2.95662
```

Orbital gap = 0.352 hartree
Net charge = -2
HOMO = -4.4 eV

Atomic partial charges in e from the Löwdin method, atoms 1 to 8: 0.5790, -0.3207, -0.3242, -0.3103, -0.3334, -0.1264, 0.0164, 0.1057

=====

Entry ii
Density functional theory data (the ωB97M-V functional and the def2-TZVPD basis) for a 16-piece molecular cluster, H30O19S overall.

Geometry as XYZ:
```
50
Properties=species:S:1:pos:R:3
S 0.31162 0.21721 -0.10246
O -0.82838 -0.59076 0.21243
O 1.26481 -0.72864 -0.68820
O 0.01148 1.29422 -1.01541
O 0.76297 0.77901 1.16272
O -2.83486 -0.61362 -1.56268
H -2.11081 -0.47800 -0.93997
H -2.46054 -0.17175 -2.33818
O 0.40085 2.13207 -3.39399
H 1.08968 1.59319 -3.83589
H 0.33311 1.90565 -2.41401
O 2.04115 -3.13129 -0.25581
H 1.82076 -2.18368 -0.30799
H 1.31310 -3.57394 -0.61445
O -2.73029 0.34969 1.81491
H -2.08247 0.04579 1.13568
H -2.22391 0.04982 2.56395
O 3.68582 -0.43693 -0.50909
H 2.70791 -0.52184 -0.62238
H 3.95536 -0.89144 0.31457
O -2.20065 2.95656 1.46881
H -1.30778 2.84825 1.80893
H -2.56146 2.04436 1.64173
O 0.16112 3.83934 -0.60005
H 0.80191 4.13048 0.05084
H 0.21800 2.87177 -0.55782
O -2.41935 2.38491 -1.13907
H -1.48561 2.09964 -1.25541
H -2.40042 2.66859 -0.23497
O -1.84598 -2.37844 1.50650
H -1.04051 -2.70567 1.93481
H -1.49581 -1.60703 0.98632
O 3.14271 1.41825 2.10039
H 2.37102 1.19232 1.55387
H 3.87840 1.25212 1.51016
O -1.06386 -2.91465 -2.68900
H -0.87019 -3.43671 -1.92016
H -0.49535 -2.09988 -2.57749
O 0.26164 2.72344 2.65880
H 0.46422 1.90368 2.14145
H -0.06108 2.37666 3.49565
O 1.04616 -0.99271 -3.24515
H 1.08610 -0.94679 -2.27504
H 1.71187 -0.38134 -3.60075
O 0.58627 -0.71467 3.26991
H 1.12781 -1.41905 3.05760
H 0.73073 -0.13807 2.51515
O -0.62517 -3.96963 -0.31005
H -1.09746 -4.80415 -0.12101
H -1.04465 -3.24633 0.22129
```

Orbital gap = 0.315 hartree
Net charge = -2
HOMO = -3.8 eV

Atomic partial charges in e from the Löwdin method, atoms 1 to 8: 0.4449, -0.3176, -0.3364, -0.3136, -0.3324, -0.0674, -0.0377, 0.0394

=====

Relative energies, kJ/mol: entry i 452.8; entry ii 0.0.

=====

Entry i
Density functional theory data (the ωB97M-V functional and the def2-TZVPD basis) for C6H6N2 as an isolated structure.

Geometry as XYZ:
```
14
Properties=species:S:1:pos:R:3
C -1.83464 -0.09126 -0.31010
C -0.43235 -0.29456 -0.46143
C 0.30956 0.91268 0.08198
C 0.61719 -0.96256 0.40395
C 1.99985 -0.66187 -0.45410
C 1.69027 0.72760 -0.61542
H -0.60993 -0.39419 -1.45134
H -0.12930 1.79341 0.04954
H 0.95976 0.67265 1.92766
H 0.28459 -2.00597 0.60497
H 2.67794 -1.39824 -0.50855
H 1.95525 1.86716 -1.14521
N -3.01809 -0.00952 -0.16494
N 0.26986 0.25023 1.40117
```

Orbital gap = 0.371 hartree
HOMO = -9.7 eV

Atomic partial charges in e from the Löwdin method, atoms 1 to 8: -0.1847, -0.2729, -0.3279, -0.1375, 0.0647, -0.0036, 0.1117, 0.0886

=====

Entry ii
Density functional theory data (the ωB97M-V functional and the def2-TZVPD basis) for C6H6N2 as an isolated structure.

Geometry as XYZ:
```
14
Properties=species:S:1:pos:R:3
C 2.36335 -0.20759 -0.17798
C 1.42172 -1.07895 0.11193
C 0.01558 -0.82790 -0.12847
C -2.19208 -0.08068 -0.15532
C -0.77079 0.39375 -0.32238
C -0.63339 1.65793 0.12065
H 3.48109 -0.16222 -0.12910
H 1.99612 0.89569 -0.45659
H 1.63919 -2.12961 0.28183
H -3.09013 0.30016 -0.30767
H -1.53404 2.13293 0.18327
H 0.31296 2.24132 0.87742
N -0.79408 -1.77138 0.07041
N -2.21551 -1.36343 0.03200
```

Orbital gap = 0.330 hartree
HOMO = -9.6 eV

Atomic partial charges in e from the Löwdin method, atoms 1 to 8: 0.0115, -0.1378, -0.3311, -0.1120, -0.2070, 0.0938, 0.0706, 0.0883

=====

Relative energies, kJ/mol: entry i 139.7; entry ii 0.0.

=====

Entry i
Density functional theory data (the ωB97M-V functional and the def2-TZVPD basis) for an isolated molecule of C6H6N2.

Geometry as XYZ:
```
14
Properties=species:S:1:pos:R:3
N -1.03343 -3.26261 0.41265
C -0.92589 -2.12147 0.30203
C -0.77648 -0.71672 0.18252
C -1.23406 0.00127 -1.06542
C 0.23258 -0.15551 -0.79527
C 1.04068 1.01710 -0.37115
C 1.29903 1.28575 0.86779
N 1.34505 1.63679 2.02856
H -0.90179 -0.20204 1.12117
H -1.68588 -0.57038 -1.86561
H -1.69244 0.96976 -0.90395
H 0.76082 -0.87485 -1.41514
H 1.47950 1.62851 -1.15797
H 2.09232 1.36439 2.65977
```

Orbital gap = 0.365 hartree
HOMO = -9.1 eV

Atomic partial charges in e from the Löwdin method, atoms 1 to 8: 0.1486, -0.2037, -0.2447, -0.0497, -0.2446, -0.0795, -0.1970, 0.1651

=====

Entry ii
Density functional theory data (the ωB97M-V functional and the def2-TZVPD basis) for an isolated molecule of C6H6N2.

Geometry as XYZ:
```
14
Properties=species:S:1:pos:R:3
N 3.73480 -0.12646 0.07322
C 2.56196 -0.31049 0.08976
C 1.12016 -0.30630 -0.12813
C 0.19341 -1.20191 -0.35594
N -1.18493 -0.74426 -0.68274
C -1.72385 -0.32342 0.66788
C -1.08942 0.63935 -0.25848
C 0.39230 1.04401 -0.18386
H 0.30747 -2.14054 -0.51689
H -1.10148 -0.88968 1.45501
H -2.88657 -0.13795 1.06708
H -1.70485 1.31000 -0.94788
H 0.44441 1.55814 0.72874
H 0.93658 1.62949 -1.00777
```

Orbital gap = 0.372 hartree
HOMO = -9.6 eV

Atomic partial charges in e from the Löwdin method, atoms 1 to 8: 0.1412, -0.1397, -0.2066, -0.0525, -0.0090, -0.0961, -0.3015, -0.0901

=====

Relative energies, kJ/mol: entry i 0.0; entry ii 147.6.

=====

Entry i
Density functional theory data (the ωB97M-V functional and the def2-TZVPD basis) for C3H4N3 as an isolated structure.

Geometry as XYZ:
```
10
Properties=species:S:1:pos:R:3
C 1.77023 -2.28313 -0.95105
C 0.45454 -0.89637 -1.01530
C -0.26573 0.09125 0.59335
N 2.63827 -1.29262 -1.21968
N 1.84225 -0.41440 -1.30710
N 0.52555 -2.33543 -0.77575
H -0.31416 -0.59707 -1.69535
H -0.63606 1.05444 0.24649
H 0.45567 0.42529 1.30187
H -1.13420 -0.54174 0.77073
```

Orbital gap (alpha / beta) = 0.311 / 0.311 hartree
Net charge = +1
HOMO (alpha / beta) = -16.8 / -16.8 eV

Atomic partial charges in e from the Löwdin method, atoms 1 to 8: 0.1309, -0.1581, 0.1843, 0.1196, 0.1400, 0.2374, 0.1467, 0.0683

=====

Entry ii
Density functional theory data (the ωB97M-V functional and the def2-TZVPD basis) for an isolated ion of composition C3H4N3 and charge +1.

Geometry as XYZ:
```
10
Properties=species:S:1:pos:R:3
N 0.02499 1.40174 0.90104
C 0.30446 0.52484 -0.01926
C -0.04094 -0.87134 -0.53058
C 0.79383 -1.10551 -1.59928
N 1.60666 0.18052 -1.78997
N 1.37521 0.93706 -0.89866
H -0.82341 1.44921 1.58819
H 0.62397 2.31568 0.97862
H -0.58405 -1.64853 -0.05457
H 0.87691 -1.88320 -2.33083
```

Orbital gap = 0.282 hartree
Net charge = +1
HOMO = -15.0 eV

Atomic partial charges in e from the Löwdin method, atoms 1 to 8: 0.2688, -0.1835, 0.0437, 0.0709, 0.1066, 0.0399, 0.2180, 0.2123

=====

Relative energies, kJ/mol: entry i 472.6; entry ii 0.0.